The following is a quantum chemistry calculation of a 13-piece molecular cluster, C3H31NO13 overall in a non-equilibrium geometry, from the Open Molecules 2025 dataset.

Charge = 0
Energy above the lowest of the compared OMol25 structures with the same formula, charge and spin = 2.752 eV
HOMO energy = -0.3882 Eh
DFT total energy = -31722.096 eV
Multiplicity = 1
LUMO level = 0.007 Ha
Frontier orbital gap = 10.7 eV

Last column: Löwdin charge in e.
Cartesian coordinates (Å):
C (-1.248, -0.779, -1.535)  -0.280
N (-1.208, 0.374, -2.251)  0.070
C (-0.181, 0.513, -3.296)  -0.227
C (0.982, -0.454, -3.448)  -0.089
O (-2.084, -0.938, -0.645)  -0.040
H (-0.792, -1.586, -2.124)  0.146
H (-1.591, 1.191, -1.783)  0.126
H (0.305, 1.489, -3.257)  0.091
H (-0.767, 0.497, -4.210)  0.113
H (1.196, -0.910, -2.471)  0.057
H (1.934, -0.088, -3.846)  0.082
H (0.844, -1.278, -4.153)  0.080
H (1.342, -1.257, 3.167)  -0.018
H (1.065, -1.141, 4.638)  0.033
O (1.169, -0.590, 3.854)  -0.082
H (-0.387, 2.043, 1.522)  0.001
H (-0.177, 3.153, 0.572)  0.008
O (0.107, 2.889, 1.461)  -0.068
H (0.301, 3.002, -1.533)  0.010
H (-0.702, 3.932, -2.059)  0.073
O (-0.643, 3.216, -1.406)  -0.061
H (-4.073, 0.471, -0.412)  0.026
H (-4.668, 0.478, 0.998)  0.048
O (-4.089, 0.969, 0.407)  -0.048
H (1.919, 2.346, 0.678)  -0.011
H (2.813, 3.293, 1.464)  0.065
O (2.835, 2.446, 0.983)  -0.082
H (-0.999, -2.785, 1.838)  0.057
H (-0.471, -1.612, 1.190)  0.009
O (-0.266, -2.553, 1.231)  -0.070
H (0.828, -3.534, 2.624)  0.026
H (2.304, -3.154, 2.652)  0.048
O (1.541, -3.276, 3.230)  -0.060
H (-3.626, -3.013, 0.908)  0.050
H (-2.605, -1.877, 0.785)  -0.021
O (-2.962, -2.533, 1.409)  -0.064
H (1.707, -2.619, -1.014)  0.011
H (1.780, -2.584, 0.351)  -0.006
O (1.977, -3.262, -0.333)  -0.078
H (0.862, 0.233, 1.060)  0.019
H (2.358, 0.193, 1.504)  0.041
O (1.728, -0.154, 0.871)  -0.039
H (2.761, 2.986, -1.109)  0.035
H (2.566, 1.718, -1.946)  0.047
O (2.274, 2.631, -1.868)  -0.052
H (-2.314, 1.037, 2.388)  0.070
H (-2.003, 0.122, 1.148)  -0.013
O (-1.643, 0.754, 1.765)  -0.034